The molecule C8H6N2O at a distorted geometry. Source: OMol25; level of theory: ωB97M-V/def2-TZVPD.

Kohn-Sham gap, eV: 8.86
Net charge: 0
E_HOMO, eV: -8.7798
LUMO, Ha: 0.003
SMILES: c1ccc(-c2ncco2)nc1
Energy relative to the best compared isomer or geometry (same formula, charge and spin), kcal per mole: 73.0

CARTESIAN COORDINATES (ANGSTROEM)
O1 0.186 -2.103 0.245
C1 -2.104 1.316 -0.673
C2 -0.008 0.322 0.070
H1 -0.051 3.601 0.690
C3 -1.296 0.131 -0.501
H2 -2.332 3.409 -0.353
C4 1.302 -2.988 0.395
C5 2.455 -2.338 0.283
H3 -1.526 -0.924 -0.844
N1 2.182 -0.939 0.147
N2 0.495 1.486 0.433
H4 3.649 -2.739 0.426
H5 1.007 -3.924 0.585
H6 -2.959 1.358 -1.078
C6 -1.567 2.587 -0.289
C7 0.817 -0.835 0.116
C8 -0.249 2.579 0.348

The molecule C8H6N2O2 at a distorted geometry. Source: OMol25; level of theory: ωB97M-V/def2-TZVPD.

Kohn-Sham gap, eV: 8.71
Net charge: 0
E_HOMO, eV: -8.8595
LUMO, Ha: -0.005
SMILES: O=c1[nH]c2cccnc2cc1O
Energy relative to the best compared isomer or geometry (same formula, charge and spin), kcal per mole: 17.7

CARTESIAN COORDINATES (ANGSTROEM)
N1 2.054 -0.532 -0.001
C1 0.532 0.230 -1.711
N2 -1.481 0.172 0.159
H1 -2.167 1.460 -2.912
C2 0.028 -0.642 1.936
H2 -2.225 0.200 0.903
H3 1.595 -1.136 3.239
C3 2.351 -0.765 1.297
H4 1.340 0.313 -2.387
C4 1.392 -0.856 2.245
C5 -0.711 0.673 -1.978
C6 0.859 -0.134 -0.318
H5 3.370 -1.009 1.613
O1 -2.937 1.097 -1.265
H6 -0.766 -0.653 2.722
O2 -1.199 1.174 -3.184
C7 -0.235 -0.192 0.676
C8 -1.801 0.600 -1.033

A structure of composition C8H6NO7PdS4Sb at a distorted geometry. Source: OMol25; level of theory: ωB97M-V/def2-TZVPD.

Kohn-Sham gap (alpha / beta), eV: 7.00 / 3.72
Net charge: -1
2S+1: 6
E_HOMO (alpha / beta), eV: -5.3609 / -5.3594
LUMO (alpha / beta), Ha: 0.060 / -0.060
Energy relative to the best compared isomer or geometry (same formula, charge and spin), kcal per mole: 5.3

CARTESIAN COORDINATES (ANGSTROEM)
Pd1 -0.277 0.516 -1.882
O1 -0.708 -1.733 4.849
S1 2.112 1.927 -1.407
C1 -0.156 -1.847 2.568
O2 -3.284 0.633 1.016
S2 -1.864 1.414 -3.598
C2 -0.023 -2.363 4.025
Sb1 -1.584 -0.796 -4.595
C3 -1.255 -0.575 0.873
H1 -1.944 -0.677 2.891
O3 -1.949 1.028 -0.711
C4 0.782 -2.210 1.607
S3 -3.555 -1.847 -3.974
O4 1.272 1.845 -2.661
C5 1.743 3.516 -0.689
H2 1.358 -2.006 -0.465
H3 1.599 -2.861 1.886
H4 1.072 3.356 0.151
O5 3.518 1.869 -1.671
N1 -0.360 -0.950 -0.036
C6 -2.266 0.411 0.404
H5 1.273 4.140 -1.445
C7 0.654 -1.743 0.315
C8 -1.195 -1.008 2.186
O6 1.586 0.919 -0.470
O7 0.787 -3.301 4.154
S4 -0.019 -1.608 -2.963
H6 2.681 3.951 -0.356

A structure of composition C8H6O5S2 at a distorted geometry. Source: OMol25; level of theory: ωB97M-V/def2-TZVPD.

Kohn-Sham gap, eV: 5.63
Net charge: -2
E_HOMO, eV: 0.0492
LUMO, Ha: 0.209
Energy relative to the best compared isomer or geometry (same formula, charge and spin), kcal per mole: 86.6

CARTESIAN COORDINATES (ANGSTROEM)
S1 5.225 0.871 -0.464
H1 -0.133 -0.313 -2.548
O1 4.166 -1.488 -0.794
C1 1.974 -0.172 1.547
C2 -0.171 -0.111 -1.451
C3 -0.405 0.530 1.171
H2 -2.296 0.019 -1.543
O2 4.963 1.533 -1.764
S2 5.198 -1.663 0.537
O3 4.597 -2.554 1.584
O4 6.490 0.075 -0.547
C4 0.948 0.155 0.664
C5 4.002 -0.399 -0.008
C6 0.979 0.077 -0.783
O5 5.263 1.830 0.599
C7 -1.432 0.119 -0.895
H3 -0.481 0.573 2.214
H4 1.846 -0.181 -1.194
H5 -2.276 0.352 1.206
H6 2.280 -0.022 2.563
C8 -1.515 0.391 0.457

The molecule C8H7Cl at a distorted geometry. Source: OMol25; level of theory: ωB97M-V/def2-TZVPD.

Kohn-Sham gap, eV: 9.27
Net charge: 0
E_HOMO, eV: -8.7136
LUMO, Ha: 0.021
SMILES: C#C[C@@H]1C=CC=C(Cl)C1

CARTESIAN COORDINATES (ANGSTROEM)
C1 2.133 1.274 -0.651
C2 -0.121 -0.305 1.377
H1 2.535 2.243 -0.897
Cl1 -1.522 2.023 1.850
H2 -2.147 1.299 -0.974
H3 1.563 -1.537 0.629
C3 0.050 -1.292 -0.849
H4 0.387 -2.066 -1.544
H5 0.385 0.084 2.124
H6 -1.678 -1.030 -2.051
C4 1.568 0.382 -0.117
C5 -0.815 0.851 0.707
C6 0.859 -0.830 0.288
C7 -1.040 -0.614 -1.201
C8 -1.357 0.625 -0.461
H7 -0.801 -1.107 1.770

A structure of composition C8H7Cl2LuN3O4V at a distorted geometry. Source: OMol25; level of theory: ωB97M-V/def2-TZVPD.

Kohn-Sham gap (alpha / beta), eV: 4.31 / 4.15
Net charge: +4
2S+1: 3
E_HOMO (alpha / beta), eV: -22.5616 / -22.1220
LUMO (alpha / beta), Ha: -0.671 / -0.661

CARTESIAN COORDINATES (ANGSTROEM)
Lu1 -0.125 -0.920 -4.458
O1 1.824 -0.704 1.443
C1 0.006 1.554 3.443
H1 2.137 1.275 4.717
H2 -2.481 0.274 0.002
H3 3.125 0.777 3.329
C2 0.097 -0.329 -6.757
H4 -3.142 1.493 1.029
O2 -0.469 -3.341 0.600
O3 0.312 -2.904 -7.423
C3 -1.195 0.961 1.435
C4 0.234 -2.229 -6.463
C5 0.934 0.057 1.795
H5 -1.956 2.257 2.972
O4 -0.185 0.266 -7.735
H6 0.190 2.062 4.387
N1 0.994 0.727 3.024
Cl1 1.325 -1.944 -2.720
C6 2.187 0.594 3.857
V1 -0.143 -0.750 -0.896
N2 -2.305 1.043 0.644
C7 -1.127 1.641 2.675
C8 -0.379 -2.312 0.049
N3 -0.163 0.257 0.941
Cl2 -1.943 0.604 -4.186
H7 2.249 -0.410 4.297

E_tot, respectively: -13418.13876; -15468.42296; -77573.77222; -40293.85228; -20928.06410; -105374.60788 eV.